## A
15
Properties=species:S:1:pos:R:3:mulliken_charge:R:1 method="wB97M-V/def2-TZVPD" smiles="NN=c1cc[nH]cc1" e_homo_ev=-6.91 homo_lumo_gap_ev=7.587 lumo_energy_ev=0.677
N -2.14 1.62 1.09 -0.51
N -1.29 1.63 0.00 -0.50
C -0.50 0.61 -0.17 0.78
C 0.56 0.61 -1.17 -0.38
C 1.48 -0.35 -1.33 -0.27
N 1.53 -1.41 -0.49 -0.12
C 0.55 -1.58 0.45 -0.50
C -0.41 -0.64 0.68 -0.46
H -1.77 1.21 1.91 0.18
H -2.43 2.61 1.21 0.27
H 0.54 1.45 -1.93 0.27
H 2.32 -0.19 -2.01 0.32
H 2.06 -2.23 -0.74 0.24
H 0.68 -2.46 1.08 0.34
H -1.17 -0.89 1.42 0.32

## B
15
Properties=species:S:1:pos:R:3:mulliken_charge:R:1 method="wB97M-V/def2-TZVPD" smiles="C=C1N=CNN2C[C@@H]12" e_homo_ev=-7.78 homo_lumo_gap_ev=8.259 lumo_energy_ev=0.480
C -2.50 -0.10 0.12 -0.43
C -1.23 -0.09 0.13 0.37
N -0.65 -1.36 -0.05 -0.55
C 0.66 -1.63 0.04 -0.11
N 1.51 -0.65 -0.30 -0.35
N 0.79 0.45 -0.80 -0.24
C 0.99 1.79 -0.17 -0.25
C -0.04 0.84 0.34 -0.64
H -3.22 0.75 0.46 0.24
H -2.88 -1.34 0.03 0.23
H 0.99 -2.63 0.11 0.44
H 2.72 -0.95 -0.59 0.34
H 1.78 2.08 0.49 0.34
H 0.61 2.60 -0.90 0.23
H 0.48 0.23 1.09 0.38

## C
15
Properties=species:S:1:pos:R:3:mulliken_charge:R:1 method="wB97M-V/def2-TZVPD" smiles="C1=NN=C2CNC[C@@H]12" e_homo_ev=-9.43 homo_lumo_gap_ev=9.862 lumo_energy_ev=0.436
C 1.11 1.75 0.03 -0.42
N 1.13 1.97 -1.24 -0.45
N 0.27 0.92 -1.83 -0.55
C -0.33 0.33 -0.89 0.18
C -1.10 -1.01 -0.85 -0.42
N -0.50 -1.62 0.39 -0.45
C 0.51 -0.66 0.95 -0.70
C 0.10 0.73 0.47 0.56
H 1.75 2.35 0.66 0.45
H -2.21 -0.75 -0.78 0.25
H -0.84 -1.59 -1.72 0.31
H -1.20 -1.84 1.10 0.29
H 0.52 -0.76 2.05 0.35
H 1.51 -0.94 0.56 0.28
H -0.73 1.13 1.10 0.32

## D
15
Properties=species:S:1:pos:R:3:mulliken_charge:R:1 method="wB97M-V/def2-TZVPD" smiles="C1=NCC2=NCCN12" e_homo_ev=-8.14 homo_lumo_gap_ev=8.781 lumo_energy_ev=0.644
C 0.85 -1.15 -0.99 -0.11
N 1.94 -1.03 -0.23 -0.48
C 1.49 -0.38 1.09 -0.26
C 0.13 0.13 0.54 0.32
N -0.69 0.94 1.14 -0.59
C -1.64 1.29 0.24 -0.53
C -1.53 0.26 -1.00 -0.33
N -0.09 -0.27 -0.71 0.13
H 0.97 -1.57 -2.12 0.26
H 2.32 0.11 1.66 0.31
H 1.09 -1.04 1.93 0.17
H -2.69 1.53 0.58 0.29
H -1.51 2.37 0.16 0.31
H -2.33 -0.61 -0.84 0.25
H -1.76 0.87 -2.03 0.26

Relative energies, hartree: A 0.0000; B 0.2115; C 0.0206; D 0.0855.

## A
15
Properties=species:S:1:pos:R:3:mulliken_charge:R:1 method="wB97M-V/def2-TZVPD" e_homo_ev=-8.47 homo_lumo_gap_ev=8.171 lumo_energy_ev=-0.296
H -1.05 -1.13 2.97 0.26
N -1.04 -0.13 2.73 -0.65
C -0.50 -0.08 1.46 0.47
C 0.40 -0.98 0.51 -0.80
C 0.23 -0.32 -0.78 0.55
C 1.15 -0.86 -1.91 -0.95
N -0.40 0.89 -0.62 -0.21
C -0.65 1.34 0.59 0.26
N -1.13 2.48 0.88 -0.74
H -1.34 2.36 1.76 0.32
H 0.49 -2.02 0.66 0.35
H 0.57 -1.19 -2.99 0.26
H 1.93 -0.14 -2.24 0.29
H 1.62 -1.82 -1.56 0.28
H -0.29 1.59 -1.47 0.31

## B
15
Properties=species:S:1:pos:R:3:mulliken_charge:R:1 method="wB97M-V/def2-TZVPD" smiles=c1nc2c([nH]1)CCN2 e_homo_ev=-7.44 homo_lumo_gap_ev=8.251 lumo_energy_ev=0.813
C -0.14 2.36 0.16 -0.14
N 0.30 1.90 -0.97 -0.76
C 0.27 0.52 -0.82 0.39
C -0.38 0.14 0.38 -0.07
N -0.65 1.41 0.90 -0.12
C -0.81 -1.27 0.39 -0.66
C 0.68 -1.59 -0.39 -0.50
N 0.76 -0.64 -1.44 -0.38
H -0.09 3.34 0.62 0.36
H -1.21 1.36 1.88 0.31
H -1.83 -1.25 0.00 0.27
H -0.74 -1.73 1.38 0.31
H 1.39 -1.45 0.45 0.30
H 0.80 -2.65 -0.69 0.37
H 1.65 -0.47 -1.84 0.30

Relative energies, hartree: A 0.0354; B 0.0000.

## A
15
Properties=species:S:1:pos:R:3:mulliken_charge:R:1 method="wB97M-V/def2-TZVPD" smiles="C1=NN=CN2C[C@H]2C1" e_homo_ev=-8.98 homo_lumo_gap_ev=9.759 lumo_energy_ev=0.783
C 0.85 -1.21 0.62 -0.41
N 0.17 -1.15 1.70 -0.34
N -1.07 -0.68 1.52 -0.34
C -1.41 0.32 0.90 0.08
N -0.83 1.27 0.06 -0.40
C 0.66 1.51 -0.21 -0.25
C -0.03 0.54 -1.07 -0.24
C 0.32 -1.02 -0.81 -0.64
H 1.86 -1.33 0.82 0.54
H -2.48 0.35 1.09 0.35
H 0.78 2.39 -0.75 0.30
H 1.43 1.12 0.53 0.26
H -0.73 0.98 -1.90 0.37
H -0.55 -1.60 -0.90 0.41
H 1.02 -1.50 -1.61 0.31

## B
15
Properties=species:S:1:pos:R:3:mulliken_charge:R:1 method="wB97M-V/def2-TZVPD" smiles="N#C/C=C(/N)[C@@H]1CN1" e_homo_ev=-8.65 homo_lumo_gap_ev=9.158 lumo_energy_ev=0.504
N -2.72 -1.19 -0.03 -0.53
C -2.09 -0.19 0.06 0.20
C -1.29 1.00 0.01 -0.79
C 0.05 0.80 -0.03 0.87
N 0.83 1.89 0.02 -0.55
C 0.60 -0.56 -0.30 -0.40
C 1.56 -1.20 0.70 -0.34
N 1.98 -0.89 -0.63 -0.61
H -1.70 1.99 -0.10 0.39
H 0.51 2.65 0.57 0.26
H 1.79 1.71 0.26 0.22
H -0.08 -1.25 -0.75 0.50
H 1.33 -2.27 1.00 0.26
H 1.91 -0.50 1.50 0.23
H 2.56 -0.06 -0.68 0.29

## C
15
Properties=species:S:1:pos:R:3:mulliken_charge:R:1 method="wB97M-V/def2-TZVPD" smiles="[H]/N=C1/CN=CN1C=C" e_homo_ev=-8.68 homo_lumo_gap_ev=9.378 lumo_energy_ev=0.700
H 0.48 2.42 -0.02 0.22
N 1.39 1.87 0.09 -0.69
C 1.17 0.63 -0.15 0.52
C 2.08 -0.47 0.00 -0.34
N 1.26 -1.72 0.09 -0.56
C 0.02 -1.25 -0.14 -0.15
N -0.14 0.07 -0.34 0.07
C -1.40 0.57 -0.17 0.43
C -2.54 -0.17 0.08 -0.84
H 2.81 -0.32 0.89 0.25
H 2.93 -0.40 -0.73 0.23
H -0.78 -1.88 -0.19 0.40
H -1.39 1.73 -0.08 0.10
H -2.37 -1.36 0.02 0.13
H -3.52 0.26 0.64 0.23

Relative energies, hartree: A 0.1074; B 0.0000; C 0.0276.

## A
15
Properties=species:S:1:pos:R:3:mulliken_charge:R:1 method="wB97M-V/def2-TZVPD" smiles="[H]/N=C1/C=CNC(=C)N1" e_homo_ev=-7.84 homo_lumo_gap_ev=8.327 lumo_energy_ev=0.485
H -2.33 0.62 -1.93 0.20
N -1.92 -0.30 -1.96 -0.82
C -0.85 -0.42 -1.17 0.60
C 0.22 -1.39 -1.11 -0.49
C 1.14 -1.43 -0.07 -0.23
N 1.03 -0.39 0.82 -0.25
C 0.34 0.74 0.64 0.60
C 0.19 1.53 1.69 -1.11
N -0.52 0.74 -0.51 -0.22
H 0.40 -2.23 -1.80 0.32
H 2.11 -1.91 0.07 0.39
H 1.25 -0.60 1.94 0.26
H -0.53 2.20 1.37 0.26
H 0.64 1.35 2.70 0.25
H -1.18 1.51 -0.66 0.23

## B
15
Properties=species:S:1:pos:R:3:mulliken_charge:R:1 method="wB97M-V/def2-TZVPD" smiles="C1=NN2C[C@@H]2[C@H]2N[C@H]12" e_homo_ev=-8.74 homo_lumo_gap_ev=9.708 lumo_energy_ev=0.967
C -0.34 -1.33 0.93 -0.24
N 0.53 -1.68 0.11 -0.48
N 0.26 -0.81 -1.00 -0.17
C 1.52 0.02 -1.32 -0.44
C 0.23 0.66 -0.96 0.13
C -0.34 1.14 0.48 -0.31
N -1.57 1.27 1.25 -0.52
C -1.20 -0.10 0.66 -0.04
H 0.01 -1.68 1.90 0.42
H 1.74 -0.08 -2.48 0.23
H 2.41 -0.47 -0.55 0.30
H -0.27 0.95 -2.04 0.20
H 0.54 0.89 0.98 0.34
H -1.70 1.52 2.21 0.25
H -1.83 -0.31 -0.18 0.34

Relative energies, hartree: A 0.0000; B 0.2213.

## A
69
Properties=species:S:1:pos:R:3:mulliken_charge:R:1 method="wB97M-V/def2-TZVPD" e_homo_ev=-8.15 homo_lumo_gap_ev=8.499 lumo_energy_ev=0.353
Ca -0.06 0.05 -0.56 1.29
C 3.63 -2.18 -0.51 -0.86
C 3.11 -2.16 -1.94 -0.84
S 2.42 -0.58 -2.50 0.08
C 3.89 0.46 -2.28 0.68
C 3.71 1.84 -2.90 -1.16
S 2.29 2.79 -2.30 0.12
C 2.96 3.67 -0.87 -0.92
C 3.60 2.82 0.21 -0.88
S 2.48 1.58 0.90 0.43
C 3.74 0.45 1.57 -1.03
C 3.17 -0.91 1.97 -0.72
S 2.31 -1.83 0.67 0.15
H 4.43 -1.44 -0.39 0.37
H 4.06 -3.16 -0.30 0.48
H 2.28 -2.86 -2.06 0.35
H 3.90 -2.45 -2.63 0.52
H 4.73 -0.04 -2.77 0.54
H 4.11 0.54 -1.22 -1.03
H 3.55 1.74 -3.98 0.43
H 4.62 2.43 -2.77 0.49
H 2.09 4.21 -0.48 0.37
H 3.68 4.41 -1.21 0.52
H 3.94 3.48 1.02 0.50
H 4.49 2.32 -0.18 0.34
H 4.20 0.91 2.44 0.50
H 4.52 0.33 0.81 0.39
H 2.41 -0.79 2.74 0.25
H 3.98 -1.52 2.38 0.57
O -4.64 0.52 -1.21 -0.57
P -3.06 0.47 -1.49 0.87
O -2.74 -0.20 -2.79 -0.99
O -2.39 -0.08 -0.27 -0.29
O -2.73 2.03 -1.66 -0.44
P -1.18 2.58 -1.70 0.54
O -0.51 1.39 -2.60 -0.45
O -1.15 3.90 -2.31 -0.80
O -0.57 2.28 -0.34 -0.61
H -5.09 1.02 -1.89 0.32
H -1.17 0.90 -3.13 0.23
N -3.83 -5.01 -2.38 -0.41
C -3.01 -3.93 -2.34 0.64
N -3.35 -2.85 -3.04 -0.25
N -1.92 -4.07 -1.59 -0.77
C -1.07 -3.08 -1.52 0.42
N -0.25 -2.27 -1.41 -0.50
H -4.55 -5.07 -3.07 0.21
H -3.47 -5.86 -1.99 0.26
H -4.26 -2.82 -3.47 0.24
H -2.91 -1.92 -2.89 0.13
O 0.08 -0.24 1.78 -0.41
C -0.77 0.29 2.54 0.54
C -1.08 -0.34 3.88 -1.14
C -2.55 -0.83 4.06 -0.79
C -3.51 -0.37 2.96 -0.20
C -3.76 1.14 2.93 -0.48
C -2.47 1.96 3.05 -1.00
N -1.37 1.44 2.26 0.50
H -0.85 0.40 4.65 0.44
H -0.39 -1.17 4.01 0.25
H -2.91 -0.51 5.03 0.27
H -2.55 -1.92 4.07 0.42
H -4.46 -0.88 3.09 0.50
H -3.12 -0.67 1.99 -0.20
H -4.41 1.43 3.76 0.39
H -4.27 1.39 2.01 0.29
H -2.16 2.02 4.09 0.34
H -2.64 2.99 2.72 0.45
H -1.20 1.85 1.33 0.12

## B
69
Properties=species:S:1:pos:R:3:mulliken_charge:R:1 method="wB97M-V/def2-TZVPD" e_homo_ev=-8.37 homo_lumo_gap_ev=8.665 lumo_energy_ev=0.292
Ca -0.68 0.28 1.22 1.63
C -2.22 2.35 -2.97 -1.07
C -0.91 1.68 -3.36 -0.61
S -0.81 -0.07 -2.92 0.16
C -1.56 -0.81 -4.39 -0.83
C -1.74 -2.33 -4.22 -0.85
S -1.86 -2.91 -2.51 -0.10
C -3.53 -2.27 -2.18 0.09
C -3.88 -2.25 -0.70 -1.04
S -3.23 -0.94 0.37 0.33
C -4.31 0.48 0.06 -0.84
C -4.07 1.23 -1.25 -0.12
S -2.56 2.25 -1.19 0.14
H -3.06 1.91 -3.51 0.37
H -2.18 3.41 -3.25 0.55
H -0.08 2.15 -2.83 0.17
H -0.71 1.80 -4.43 0.58
H -0.90 -0.63 -5.24 0.52
H -2.51 -0.33 -4.61 0.32
H -0.91 -2.87 -4.66 0.38
H -2.65 -2.65 -4.73 0.37
H -4.24 -2.91 -2.71 0.42
H -3.59 -1.27 -2.61 -0.31
H -3.56 -3.18 -0.23 0.45
H -4.97 -2.21 -0.59 0.40
H -4.11 1.14 0.91 0.30
H -5.34 0.16 0.13 0.55
H -4.93 1.88 -1.45 0.38
H -3.97 0.54 -2.08 -0.21
O 0.51 2.93 2.56 -0.41
P -1.05 2.85 3.02 0.50
O -1.52 4.14 3.52 -0.81
O -1.78 2.09 1.93 -0.33
O -0.90 1.78 4.29 -0.33
P -0.45 0.27 4.04 0.34
O -0.10 -0.25 5.51 -0.54
O -1.51 -0.54 3.35 -0.52
O 0.84 0.28 3.22 -0.62
H 1.02 2.18 2.89 0.39
H -0.87 -0.24 6.08 0.31
N 2.45 -1.90 3.48 -0.06
C 2.57 -3.09 2.90 0.69
N 3.45 -3.98 3.42 -0.41
N 1.92 -3.48 1.81 -0.82
C 1.06 -2.66 1.29 0.55
N 0.30 -1.95 0.77 -0.52
H 2.97 -1.69 4.32 0.24
H 1.82 -1.15 3.16 -0.10
H 3.80 -3.86 4.35 0.21
H 3.40 -4.92 3.06 0.27
O 0.87 1.11 -0.30 -0.37
C 1.89 0.97 -0.96 -0.13
C 2.53 -0.36 -1.21 -0.58
C 3.77 -0.38 -0.26 -0.94
C 3.71 0.55 0.97 0.42
C 4.06 2.03 0.72 -0.94
C 3.03 2.84 -0.07 -0.51
N 2.65 2.06 -1.28 -0.07
H 2.84 -0.46 -2.25 0.48
H 1.82 -1.14 -0.98 0.07
H 4.67 -0.12 -0.83 0.38
H 3.91 -1.41 0.08 0.45
H 4.43 0.17 1.70 0.36
H 2.73 0.48 1.46 -0.46
H 5.02 2.07 0.19 0.31
H 4.23 2.53 1.68 0.42
H 3.42 3.81 -0.37 0.41
H 2.12 3.01 0.51 0.19
H 3.47 1.80 -1.81 0.36

Relative energies, hartree: A 0.0000; B 0.0545.

## A
15
Properties=species:S:1:pos:R:3:mulliken_charge:R:1 method="wB97M-V/def2-TZVPD" smiles="[H]/N=C1/NN/C(=N/[H])C1N" e_homo_ev=-8.43 homo_lumo_gap_ev=9.191 lumo_energy_ev=0.765
H -0.88 -2.41 -0.72 0.27
N -1.65 -1.81 -0.52 -0.77
C -1.02 -0.82 -0.01 0.20
N -1.74 0.36 0.36 -0.33
N -0.88 1.51 0.22 -0.19
C 0.41 1.13 0.08 0.43
N 1.30 1.89 -0.48 -0.82
H 2.23 1.57 -0.59 0.20
C 0.37 -0.36 0.41 0.25
N 1.50 -1.25 0.16 -0.64
H -2.68 0.40 -0.07 0.32
H -1.09 2.39 -0.11 0.24
H 0.02 -0.36 1.43 0.30
H 1.73 -1.36 -0.82 0.27
H 2.39 -0.89 0.64 0.28

## B
15
Properties=species:S:1:pos:R:3:mulliken_charge:R:1 method="wB97M-V/def2-TZVPD" smiles="[H]/N=c1/[nH]cc(N)n1N" e_homo_ev=-7.51 homo_lumo_gap_ev=8.210 lumo_energy_ev=0.699
H -2.24 1.24 -0.17 0.28
N -2.45 0.27 0.09 -0.73
C -1.27 -0.25 -0.07 0.30
N -1.07 -1.66 -0.19 -0.33
C 0.42 -1.68 -0.14 -0.40
C 0.93 -0.42 -0.10 0.35
N 2.19 0.23 0.00 -0.52
N -0.16 0.41 -0.31 0.40
N -0.06 1.84 -0.10 -0.95
H -1.52 -2.23 0.58 0.29
H 1.13 -2.60 0.02 0.23
H 2.26 1.00 0.57 0.23
H 3.08 -0.64 -0.02 0.30
H -0.60 2.36 -0.83 0.29
H -0.64 2.13 0.68 0.27

Relative energies, hartree: A 0.0000; B 0.0348.

## A
15
Properties=species:S:1:pos:R:3:mulliken_charge:R:1 method="wB97M-V/def2-TZVPD" e_homo_ev=-9.09 homo_lumo_gap_ev=9.537 lumo_energy_ev=0.445
H -0.69 1.10 -2.91 0.22
N -1.13 1.65 -2.17 -0.69
C -1.34 0.99 -1.10 0.15
C -1.77 -0.51 -1.08 0.23
N -2.01 -1.64 -1.14 -0.48
H -1.80 1.52 -0.26 0.32
N 0.37 0.55 -0.14 -0.50
C 0.79 -0.21 0.80 0.61
N -0.06 -1.07 1.43 -0.41
N 2.10 -0.23 1.23 -0.40
H 1.05 1.20 -0.53 0.14
H 0.34 -1.82 1.96 0.22
H -0.91 -1.29 0.92 0.19
H 2.71 0.50 0.91 0.21
H 2.34 -0.75 2.07 0.19

## B
15
Properties=species:S:1:pos:R:3:mulliken_charge:R:1 method="wB97M-V/def2-TZVPD" e_homo_ev=-7.61 homo_lumo_gap_ev=8.051 lumo_energy_ev=0.440
N 1.87 1.55 -1.35 -0.39
N 2.08 0.26 -0.95 -0.53
C 1.06 -0.36 -0.39 0.53
C -0.22 0.35 -0.17 -0.42
N -0.97 -0.77 0.42 0.23
N -2.18 -0.64 1.12 -0.72
C -0.13 -1.75 0.65 0.04
N 1.08 -1.72 0.11 -0.63
H 0.94 1.97 -1.27 0.20
H 2.68 2.22 -1.17 0.24
H -0.68 0.82 -1.11 0.25
H -0.10 1.00 0.69 0.28
H -2.88 -0.42 0.41 0.27
H -2.03 0.07 1.80 0.25
H -0.54 -2.58 1.19 0.41

## C
15
Properties=species:S:1:pos:R:3:mulliken_charge:R:1 method="wB97M-V/def2-TZVPD" e_homo_ev=-8.08 homo_lumo_gap_ev=8.823 lumo_energy_ev=0.739
H -1.84 2.38 0.19 0.20
N -2.06 1.40 -0.15 -0.82
C -0.99 0.69 -0.27 0.54
C 0.37 1.17 -0.07 -0.49
C 1.19 0.10 -0.12 0.31
N 2.61 -0.08 -0.11 -0.56
N 0.41 -1.11 -0.25 -0.39
N -0.94 -0.65 -0.51 0.23
N -1.88 -1.54 0.13 -0.60
H 0.58 2.18 0.31 0.24
H 3.01 0.82 0.10 0.26
H 2.89 -0.71 0.58 0.26
H 0.82 -1.75 -0.93 0.27
H -1.38 -1.81 1.00 0.26
H -2.80 -1.10 0.10 0.30

Relative energies, hartree: A 0.0000; B 0.0528; C 0.0336.

## A
52
Properties=species:S:1:pos:R:3:mulliken_charge:R:1 method="wB97M-V/def2-TZVPD" e_homo_ev=-14.82 homo_lumo_gap_ev=6.987 total_charge=+2 lumo_energy_ev=-7.829
Ta -0.52 0.07 -0.09 0.51
O -2.04 -0.44 -2.05 -0.43
As -2.02 -2.15 -1.50 1.11
O -3.37 -2.98 -1.73 -0.60
O -1.69 -1.48 0.11 -0.44
C -0.43 -3.00 -2.19 -0.48
C -0.76 -4.20 -2.80 -0.56
C 0.22 -4.99 -3.41 -0.71
C 1.54 -4.60 -3.41 -0.69
C 1.90 -3.39 -2.80 -0.51
C 0.93 -2.61 -2.20 0.77
S 1.51 -1.16 -1.42 1.35
O 2.86 -0.86 -1.68 -0.58
O 1.09 -1.25 0.03 -0.44
O 0.49 -0.08 -1.83 -0.47
H -2.55 -0.20 -2.84 0.26
H -1.79 -4.52 -2.81 0.57
H -0.08 -5.92 -3.87 0.44
H 2.29 -5.21 -3.88 0.44
H 2.93 -3.07 -2.80 0.56
I -2.70 1.85 0.49 0.19
C -4.60 0.83 0.70 -0.97
I -4.68 -0.82 1.98 0.20
H -4.89 0.55 -0.31 0.44
H -5.22 1.63 1.09 0.51
C -0.84 -1.87 3.27 -1.19
C 0.02 -0.66 3.14 0.62
C 0.90 -0.26 4.13 -0.78
C 1.68 0.88 3.97 -0.62
C 1.60 1.64 2.81 -0.79
C 0.70 1.21 1.86 1.07
N -0.09 0.12 2.04 0.23
N 0.49 1.68 0.56 0.76
Si 1.01 3.28 -0.13 -0.24
C 0.06 3.38 -1.73 -0.89
C 2.84 3.19 -0.41 -0.93
C 0.47 4.59 1.07 -0.95
H -1.72 -1.62 3.88 0.25
H -0.31 -2.66 3.78 0.44
H -1.19 -2.22 2.31 0.13
H 0.97 -0.85 5.04 0.52
H 2.37 1.17 4.75 0.46
H 2.23 2.50 2.64 0.42
H -0.04 2.43 -2.26 0.20
H 0.60 4.04 -2.42 0.41
H -0.94 3.81 -1.60 0.30
H 3.13 2.26 -0.90 0.30
H 3.41 3.27 0.52 0.35
H 3.16 4.02 -1.05 0.38
H -0.60 4.55 1.25 0.31
H 0.69 5.57 0.65 0.40
H 0.98 4.53 2.04 0.35

## B
52
Properties=species:S:1:pos:R:3:mulliken_charge:R:1 method="wB97M-V/def2-TZVPD" e_homo_ev=-14.76 homo_lumo_gap_ev=7.258 total_charge=+2 lumo_energy_ev=-7.505
Ta 0.50 0.79 -0.37 0.73
O 1.63 4.82 0.40 -0.59
As 1.71 3.13 0.53 0.95
O 1.76 2.22 -0.94 -0.56
O 0.16 2.48 0.85 -0.57
C 3.43 2.71 1.22 0.45
C 4.28 3.75 1.52 -0.47
C 5.64 3.48 1.73 -0.66
C 6.12 2.19 1.62 -0.70
C 5.25 1.13 1.32 -0.57
C 3.91 1.39 1.12 0.20
S 2.81 0.00 1.06 1.38
O 1.58 0.61 1.65 -0.59
O 3.42 -1.11 1.69 -0.54
O 2.26 -0.33 -0.33 -0.45
H 0.75 5.17 0.21 0.38
H 3.91 4.77 1.59 0.49
H 6.31 4.29 1.98 0.44
H 7.16 1.98 1.78 0.45
H 5.61 0.11 1.30 0.50
I -0.77 -1.43 1.43 0.20
C -0.94 -3.26 0.31 -0.87
I -0.58 -3.04 -1.75 0.21
H -1.95 -3.60 0.48 0.46
H -0.20 -3.92 0.75 0.44
C -3.01 1.69 1.04 -1.38
C -2.77 1.55 -0.43 0.64
C -3.74 1.81 -1.38 -0.72
C -3.45 1.63 -2.73 -0.69
C -2.20 1.21 -3.15 -0.70
C -1.27 0.95 -2.16 0.73
N -1.56 1.12 -0.85 0.49
N 0.06 0.51 -2.25 0.52
Si 0.99 0.39 -3.83 -0.08
C 2.73 -0.03 -3.36 -0.96
C 0.84 2.06 -4.63 -1.00
C 0.22 -0.97 -4.83 -0.97
H -2.10 1.98 1.57 0.23
H -3.37 0.74 1.45 0.28
H -3.78 2.44 1.23 0.46
H -4.72 2.14 -1.07 0.52
H -4.22 1.83 -3.47 0.47
H -1.96 1.07 -4.19 0.39
H 3.19 0.77 -2.77 0.21
H 3.32 -0.14 -4.28 0.48
H 2.80 -0.97 -2.81 0.25
H 0.90 2.87 -3.90 0.34
H -0.08 2.17 -5.20 0.34
H 1.67 2.19 -5.33 0.43
H 0.43 -1.95 -4.42 0.24
H 0.65 -0.94 -5.84 0.40
H -0.86 -0.87 -4.95 0.34

Relative energies, hartree: A 0.0302; B 0.0000.